Formula: C19H25N3O4S2
Source: OMol25
Level of theory: the ωB97M-V functional and the def2-TZVPD basis

Geometry (Å):
C -2.999 -4.734 0.896
O -3.828 -3.627 0.628
C -3.225 -2.618 -0.137
C -2.175 -1.805 0.644
N -1.742 -0.663 -0.119
C -0.638 -0.718 -0.873
N 0.084 -1.794 -0.991
C 1.235 -1.637 -1.680
O 1.563 -0.601 -2.248
C 2.104 -2.866 -1.644
S 3.615 -2.529 -0.690
C 2.941 -1.868 0.871
C 2.281 -0.498 0.811
O 1.143 -0.367 1.240
N 2.988 0.538 0.336
C 4.341 0.536 -0.171
C 5.145 1.630 0.546
O 4.544 2.895 0.415
C 3.233 2.883 0.934
C 2.366 1.844 0.224
S -0.281 0.798 -1.662
C -1.714 1.498 -0.926
C -2.192 2.790 -1.055
C -3.350 3.156 -0.388
C -3.904 4.543 -0.506
C -4.009 2.211 0.402
C -3.540 0.921 0.542
C -2.377 0.562 -0.128
H -2.194 -4.484 1.595
H -3.640 -5.491 1.346
H -2.560 -5.130 -0.026
H -2.753 -3.038 -1.037
H -4.043 -1.958 -0.441
H -2.598 -1.466 1.592
H -1.287 -2.410 0.838
H 2.460 -3.122 -2.641
H 1.569 -3.699 -1.190
H 3.788 -1.851 1.558
H 2.195 -2.574 1.239
H 4.823 -0.426 -0.015
H 4.310 0.747 -1.246
H 6.140 1.715 0.107
H 5.239 1.370 1.613
H 2.833 3.886 0.780
H 3.260 2.663 2.013
H 1.375 1.794 0.677
H 2.274 2.098 -0.838
H -1.662 3.497 -1.674
H -3.994 5.001 0.478
H -4.897 4.516 -0.952
H -3.263 5.166 -1.123
H -4.912 2.502 0.918
H -4.071 0.210 1.156

* orbital gap: 8.711 eV
* SMILES: COCCn1/c(=N/C(=O)CSCC(=O)N2CCOCC2)sc2cc(C)ccc21
* total energy: -2000.63479 a.u.
* energy relative to the best compared isomer or geometry (same formula, charge and spin): 31.9 kJ/mol
* HOMO: -0.302 Eh

Löwdin population analysis, charges in e, atoms 1 to 4: -0.11, -0.18, -0.20, -0.10

Formula: C13H24O7P2PdSbSeTe
Source: OMol25
Level of theory: the ωB97M-V functional and the def2-TZVPD basis

Geometry (Å):
Pd 0.173 -0.761 -0.288
C -4.305 -1.123 -2.295
C -3.541 -1.015 -0.971
O -4.455 -0.981 0.129
P -2.677 0.578 -0.826
O -1.842 0.808 -2.159
O -3.791 1.695 -0.956
O -1.736 0.665 0.316
P -2.410 -2.473 -0.780
O -1.433 -2.319 -2.087
O -3.249 -3.681 -0.847
O -1.432 -2.224 0.353
H -5.055 -0.334 -2.361
H -4.808 -2.090 -2.328
H -3.643 -1.063 -3.161
H -4.798 -1.876 0.261
H -2.354 0.913 -2.971
H -4.502 1.619 -0.304
H -1.734 -2.835 -2.844
C 2.580 2.335 -0.656
Te 1.945 0.797 0.667
C 0.603 2.320 1.369
C 1.447 3.557 1.192
C 1.276 4.678 1.995
C 2.053 5.808 1.789
C 3.017 5.817 0.789
C 3.204 4.696 -0.005
C 2.419 3.568 0.190
H 1.925 2.308 -1.527
H 3.604 2.135 -0.961
H 0.369 2.103 2.409
H -0.312 2.301 0.782
H 0.531 4.667 2.781
H 1.913 6.678 2.415
H 3.629 6.695 0.634
H 3.963 4.699 -0.777
Se 2.215 -1.113 -1.365
C 0.638 -2.886 2.440
Sb 1.462 -2.960 0.492
C 3.493 -3.389 0.927
C 0.722 -4.619 -0.561
H 0.946 -3.809 2.932
H -0.441 -2.813 2.362
H 1.056 -2.034 2.973
H 3.565 -4.361 1.417
H 3.882 -2.620 1.594
H 4.063 -3.391 0.001
H 1.097 -5.509 -0.058
H 1.093 -4.574 -1.581
H -0.365 -4.588 -0.542

* orbital gap: 7.059 eV
* net charge: +1
* total energy: -4756.69522 a.u.
* energy relative to the best compared isomer or geometry (same formula, charge and spin): 199.6 kJ/mol
* HOMO: -0.427 Eh

Löwdin population analysis, charges in e, atoms 1 to 4: 0.18, -0.06, -0.60, -0.06

Formula: C2H4F2N2OS
Source: OMol25
Level of theory: the ωB97M-V functional and the def2-TZVPD basis

Geometry (Å):
O 1.668 -1.393 -0.125
N 1.303 -0.074 0.167
C 0.063 0.092 -0.092
N -0.539 1.335 0.063
S 0.290 2.704 0.599
C -0.853 -1.008 -0.593
F -1.086 -1.889 0.412
F -2.047 -0.480 -0.973
H 2.614 -1.370 0.034
H -1.539 1.341 0.094
H 0.550 2.295 1.854
H -0.423 -1.553 -1.442

* orbital gap: 9.838 eV
* SMILES: O/N=C(/NS)C(F)F
* total energy: -861.20933 a.u.
* energy relative to the best compared isomer or geometry (same formula, charge and spin): 0.0 kJ/mol
* HOMO: -0.331 Eh

Löwdin population analysis, charges in e, atoms 1 to 4: -0.06, 0.04, -0.36, -0.40

Formula: C4HClF2
Source: OMol25
Level of theory: the ωB97M-V functional and the def2-TZVPD basis

Geometry (Å):
C -0.912 1.872 1.781
C -0.652 0.954 1.024
C -0.272 0.188 -0.055
Cl -1.084 0.128 -1.511
C 0.877 -0.571 0.117
F 1.223 -1.755 -0.509
F 1.583 -0.400 1.171
H -1.086 2.552 2.512

* orbital gap: 9.142 eV
* SMILES: C#CC(Cl)=C(F)F
* total energy: -812.82283 a.u.
* energy relative to the best compared isomer or geometry (same formula, charge and spin): 71.5 kJ/mol
* HOMO: -0.331 Eh

Löwdin population analysis, charges in e, atoms 1 to 4: 0.18, -0.16, -0.71, 0.76